No. 1
One molecule with the formula C21H30NO5P at a distorted geometry. Source: the OMol25 dataset; level of theory: ωB97M-V with the def2-TZVPD basis set.

Output
Gap between HOMO and LUMO in eV: 8.28
Structure (SMILES): COc1ccc([C@@H](O)[P@@](=O)(OCC(C)C)c2ccc(N(C)C)cc2)c(OC)c1
E_HOMO in eV: -7.77
Relative energy (zero: lowest compared OMol25 entry of this formula, charge and spin) in kcal/mol: 34.4

CARTESIAN COORDINATES (ANGSTROEM)
P: -1.0893 1.7925 1.1488
O: -2.4800 2.2938 0.4920
O: 4.5494 -0.5262 0.2435
O: 0.9438 1.6631 -1.9314
O: -1.0929 1.8102 2.6185
O: -0.2728 3.7111 -0.6891
N: 0.8534 -3.2924 -1.2958
C: 3.2653 1.1475 1.4787
C: 0.6511 -1.8031 0.5871
C: 3.5597 0.4090 0.3434
C: 2.1986 2.0309 1.4511
C: -3.6396 2.2110 1.3036
C: 0.1525 -0.6495 1.1451
C: 0.3380 -3.8396 -2.5243
C: 5.3521 -0.7668 1.3744
C: 2.0662 -3.8689 -0.7669
C: -0.6011 -1.3602 -1.4164
C: 1.4141 2.2073 0.3247
C: -0.7002 0.1784 0.4259
C: 0.1559 3.0211 0.4371
C: 1.7354 1.4732 -0.8306
C: 0.3085 -2.1750 -0.7234
C: 2.8029 0.5940 -0.8126
C: -4.8039 0.4600 -0.0751
C: -5.3059 0.6800 2.3779
C: 1.2623 0.9828 -3.1204
C: -4.2350 0.8021 1.2985
C: -1.0785 -0.1953 -0.8549
H: 3.0692 0.0058 -1.6745
H: -4.0554 0.6259 -0.8448
H: -4.3478 2.9389 0.8977
H: -5.6666 1.0874 -0.2914
H: 0.2645 3.7673 1.2337
H: -1.7404 0.4439 -1.4208
H: -0.7512 -3.7943 -2.5303
H: -0.2825 3.0922 -1.4314
H: 2.2615 1.2490 -3.4776
H: -3.3766 2.4901 2.3299
H: -5.1143 -0.5817 -0.1126
H: 1.9536 2.5875 2.3428
H: -6.1053 1.3967 2.2009
H: 0.6284 -4.8869 -2.5976
H: 5.9039 0.1297 1.6734
H: 1.8638 -4.5491 0.0682
H: 2.5688 -4.4308 -1.5526
H: 0.7179 -3.3126 -3.4096
H: -5.7323 -0.3201 2.3740
H: -0.9112 -1.6185 -2.4173
H: 6.0580 -1.5406 1.0760
H: 0.5207 1.3054 -3.8501
H: 1.1929 -0.1009 -2.9867
H: 2.7444 -3.0844 -0.4257
H: 4.7564 -1.1250 2.2201
H: 0.4174 -0.3647 2.1519
H: 3.8364 1.0405 2.3860
H: -4.8811 0.8708 3.3599
H: 1.3076 -2.4269 1.1713
H: -3.4110 0.1141 1.5277

No. 2
C59H57Cl2CoN4O3P2STe as an isolated structure at a distorted geometry. Source: the OMol25 dataset; level of theory: ωB97M-V with the def2-TZVPD basis set.

Output
Gap between HOMO and LUMO (alpha / beta) in eV: 6.22 / 7.13
Net charge: +1
Spin multiplicity: 2
⟨S²⟩: 0.78
E_HOMO (alpha / beta) in eV: -9.22 / -9.22
Relative energy (zero: lowest compared OMol25 entry of this formula, charge and spin) in kcal/mol: 0.0

CARTESIAN COORDINATES (ANGSTROEM)
Te: 1.6779 -0.9714 -2.9021
Co: -0.6130 0.4134 0.4809
Cl: -2.8557 -2.6945 -3.7144
Cl: -1.3283 -5.1401 -3.1184
S: -2.7565 -0.1834 -0.4179
P: 1.7749 -0.0002 1.0266
P: -1.8709 2.0827 1.7987
O: 0.3478 1.0672 3.4435
O: -0.6128 -2.0692 -1.7612
O: -1.3662 -3.5613 -0.2616
N: -2.3335 -1.6972 1.6699
N: -0.4599 1.5619 -1.0766
N: -1.0131 -1.2488 1.5730
N: -4.2389 -2.1646 0.5081
C: -0.0128 -2.4293 -6.6829
C: 1.2588 1.7317 6.0445
C: 2.6527 -2.2348 2.5566
C: -0.8845 3.1525 6.1682
C: -3.6819 1.8830 1.8144
C: 1.5628 -2.7071 0.4559
C: -2.3891 3.2707 4.3031
C: -1.4674 3.0165 -3.0100
C: 3.9346 0.8543 -4.0612
C: 0.6568 -0.1640 -7.1183
C: 2.0123 -1.7767 1.3996
C: -6.4183 1.3272 1.7408
C: 2.8584 -3.5963 2.7444
C: -0.0332 2.3031 5.4726
C: 1.7751 -4.0686 0.6487
C: 4.1884 -0.4935 -0.3529
C: 2.2152 1.4953 4.8773
C: 0.4312 -2.3023 -5.3656
C: -0.8965 2.1928 -1.9173
C: -1.5457 3.7667 1.1509
C: -1.3040 -3.0439 -1.4182
C: 1.0904 -0.0367 -5.8014
C: -0.7575 2.6283 -4.3132
C: 6.0798 0.1154 -4.8811
C: -2.4827 4.7949 1.0771
C: 3.8777 0.8543 2.7173
C: -2.9797 2.7098 -3.1183
C: 4.4326 2.1808 -1.0899
C: 3.5959 1.5679 4.9934
C: 1.7065 1.1167 3.6422
C: 5.7450 -1.1936 -4.5483
C: -5.8262 2.0394 0.7047
C: -4.2832 1.1639 2.8453
C: -1.2327 4.4925 -2.6612
C: 4.4234 1.2680 3.9210
C: -1.5634 2.4101 3.5797
C: 0.0934 -1.3588 -7.5597
C: -4.4646 2.3045 0.7378
C: 0.9497 0.3691 6.7062
C: 3.2683 1.7296 -0.4971
C: -0.4256 1.9299 4.1954
C: 0.1826 5.3215 0.4633
C: 4.5043 -1.4771 -3.9806
C: 5.1710 1.1399 -4.6409
C: -2.0909 6.0741 0.6893
C: -3.1242 -1.4341 0.6163
C: 1.8694 2.6658 7.0895
C: -2.0625 3.6285 5.5981
C: -5.6463 0.8885 2.8087
C: -0.2107 4.0422 0.8358
C: 0.9730 -1.1032 -4.9107
C: -2.2106 -3.7500 -2.4369
C: 2.4302 -4.5126 1.7891
C: 5.3570 -0.0372 -0.9640
C: 3.1550 0.3943 -0.0988
C: 5.4886 1.2961 -1.3102
C: -0.7612 6.3398 0.3858
C: 3.5817 -0.4571 -3.7297
C: 2.4939 0.7602 2.5572
H: 3.2464 1.6677 -3.8490
H: -3.1993 1.6491 -2.9670
H: -3.6923 0.8229 3.6885
H: -0.6485 -1.1569 2.5138
H: 1.0339 -2.3849 -0.4395
H: 1.5405 0.8920 -5.4806
H: 0.3190 2.7968 -4.2403
H: -0.6289 3.4636 7.1743
H: -4.0046 2.8377 -0.0913
H: 3.3618 -3.9405 3.6419
H: -1.6394 5.1037 -3.4703
H: -3.5510 3.2932 -2.3885
H: 4.5247 3.2216 -1.3824
H: -0.4765 -1.9578 1.0613
H: 2.6016 -5.5737 1.9415
H: -1.7314 4.7685 -1.7251
H: 1.2233 5.5236 0.2326
H: 2.9968 -1.5433 3.3132
H: 1.8715 -0.0918 7.0765
H: -7.4816 1.1181 1.7179
H: 1.1715 2.8404 7.9105
H: 2.4496 2.4226 -0.3135
H: -2.4163 -2.6122 2.0801
H: -6.4227 2.3786 -0.1352
H: 5.4259 2.1636 -4.9005
H: 4.2476 -2.5012 -3.7358
H: 7.0448 0.3350 -5.3270
H: 0.7609 0.6729 -7.8027
H: 4.5358 0.5919 1.9001
H: 0.3557 -3.1484 -4.6907
H: -4.2937 -3.0767 0.9260
H: 0.4822 -0.3180 5.9936
H: -0.2520 -1.4547 -8.5851
H: 6.4471 -1.9983 -4.7414
H: -2.8292 6.8678 0.6353
H: 2.7566 2.2133 7.5369
H: 2.1479 3.6302 6.6565
H: -0.1664 4.7094 -2.5614
H: -4.8400 -1.9781 -0.2770
H: 0.5291 3.2474 0.8944
H: 4.0427 1.8585 5.9379
H: 6.4036 1.6479 -1.7746
H: -0.4376 -3.3733 -7.0188
H: 4.1090 -1.5325 -0.0560
H: 1.4148 -4.7705 -0.0966
H: -3.2869 3.6692 3.8404
H: 6.1645 -0.7323 -1.1597
H: -0.9223 1.5800 -4.5654
H: -3.0572 -4.1616 -1.9181
H: -6.1054 0.3383 3.6215
H: 0.2643 0.5058 7.5498
H: 5.4989 1.3414 4.0283
H: -2.7092 4.2934 6.1614
H: -0.4609 7.3401 0.0898
H: -1.1571 3.2533 -5.1134
H: -3.5211 4.6116 1.3280
H: -3.3158 2.9850 -4.1186